{"formula": "C41H33ClIN2OP2Ti", "method": "wB97M-V/def2-TZVPD", "charge": 3, "multiplicity": 1, "molar_mass_g_mol": 841.900, "e_above_lowest_kcal_mol": 0.0, "gap_ev": 5.61, "homo_ha": -0.58469, "energy_ev": -110372.96525, "symbols": ["Ti", "Cl", "C", "C", "C", "I", "C", "O", "C", "N", "C", "C", "C", "C", "H", "H", "H", "H", "C", "N", "C", "P", "C", "C", "C", "C", "C", "C", "C", "C", "C", "C", "C", "C", "C", "C", "C", "C", "C", "C", "P", "C", "C", "C", "C", "C", "C", "C", "C", "C", "C", "C", "C", "H", "H", "H", "H", "H", "H", "H", "H", "H", "H", "H", "H", "H", "H", "H", "H", "H", "H", "H", "H", "H", "H", "H", "H", "H", "H", "H", "H", "H"], "xyz": [[0.571, 0.947, 1.459], [-0.069, -5.439, 3.837], [-0.095, -3.742, 3.631], [-0.790, -2.956, 4.512], [-0.843, -1.549, 4.358], [-1.931, -0.389, 5.670], [-0.176, -0.985, 3.305], [-0.135, 0.340, 2.988], [0.539, -1.770, 2.397], [1.132, -1.070, 1.371], [1.815, -1.783, 0.464], [1.961, -3.160, 0.543], [1.356, -3.859, 1.570], [0.608, -3.163, 2.529], [-1.310, -3.420, 5.339], [2.259, -1.235, -0.354], [2.541, -3.672, -0.211], [1.451, -4.935, 1.636], [-1.381, 0.863, -1.733], [-0.110, 0.510, -2.317], [0.877, 1.574, -2.288], [1.848, 1.482, -0.731], [1.438, 2.814, 0.423], [2.189, 2.769, 1.622], [1.581, 3.057, 2.849], [0.228, 3.403, 2.902], [-0.493, 3.544, 1.723], [0.096, 3.228, 0.490], [3.609, 1.391, -0.998], [4.407, 0.661, -0.111], [5.780, 0.629, -0.290], [6.353, 1.312, -1.355], [5.562, 2.034, -2.241], [4.190, 2.081, -2.067], [-0.144, -0.241, -3.555], [-1.112, -0.017, -4.523], [-1.091, -0.761, -5.696], [-0.099, -1.707, -5.908], [0.876, -1.917, -4.942], [0.848, -1.192, -3.761], [-1.515, 0.501, 0.082], [-2.926, 1.432, 0.704], [-3.900, 1.895, -0.185], [-5.020, 2.556, 0.300], [-5.180, 2.750, 1.664], [-4.221, 2.280, 2.554], [-3.095, 1.626, 2.080], [-1.872, -1.256, 0.250], [-1.313, -2.178, -0.639], [-1.605, -3.525, -0.499], [-2.433, -3.958, 0.530], [-2.983, -3.043, 1.418], [-2.708, -1.691, 1.281], [-2.166, 0.251, -2.181], [-1.659, 1.914, -1.886], [0.452, 2.578, -2.430], [1.597, 1.414, -3.092], [3.221, 2.436, 1.591], [2.158, 2.981, 3.762], [-0.253, 3.565, 3.857], [-1.531, 3.847, 1.755], [-0.506, 3.284, -0.408], [3.964, 0.116, 0.716], [6.403, 0.068, 0.394], [7.425, 1.281, -1.497], [6.017, 2.566, -3.066], [3.585, 2.659, -2.756], [-1.875, 0.740, -4.386], [-1.846, -0.589, -6.452], [-0.083, -2.277, -6.826], [1.652, -2.653, -5.106], [1.598, -1.361, -2.994], [-3.815, 1.733, -1.251], [-5.773, 2.909, -0.392], [-6.058, 3.260, 2.036], [-4.355, 2.417, 3.619], [-2.363, 1.257, 2.789], [-0.670, -1.853, -1.450], [-1.199, -4.238, -1.206], [-2.668, -5.010, 0.627], [-3.649, -3.379, 2.202], [-3.172, -0.981, 1.954]], "forces_ev_per_a": [[0.0562, 0.4827, -0.1629], [0.0013, -0.0042, 0.0029], [0.0014, 0.0002, -0.0105], [-0.0003, 0.0058, -0.0002], [-0.0021, -0.0046, -0.0040], [-0.0058, 0.0045, 0.0091], [-0.0087, 0.0194, -0.0213], [-0.1834, -0.2140, 0.2649], [0.0219, 0.0000, -0.0267], [0.0451, -0.0899, 0.0274], [0.0039, 0.0082, 0.0092], [0.0080, 0.0110, -0.0110], [-0.0059, 0.0014, 0.0061], [0.0031, -0.0202, 0.0070], [-0.0013, 0.0019, -0.0009], [0.0168, -0.0001, -0.0019], [0.0004, 0.0013, -0.0025], [0.0010, 0.0003, 0.0015], [-0.0116, -0.0128, 0.0046], [0.0064, 0.0204, 0.0041], [-0.0120, -0.0144, -0.0090], [0.0307, -0.0097, -0.0437], [0.0670, 0.0131, -0.1002], [-0.1738, -0.0472, 0.1133], [0.2090, -0.0790, -0.0655], [-0.0378, 0.0299, 0.0172], [-0.0157, 0.0331, -0.0510], [-0.0243, -0.0934, 0.0583], [0.0181, 0.0012, 0.0133], [-0.0025, -0.0001, -0.0223], [-0.0015, 0.0039, -0.0029], [0.0042, -0.0020, 0.0038], [0.0000, 0.0038, -0.0015], [-0.0128, -0.0003, -0.0125], [0.0001, -0.0067, 0.0003], [0.0008, -0.0005, -0.0025], [0.0025, 0.0025, -0.0001], [-0.0006, -0.0019, -0.0058], [-0.0013, 0.0015, 0.0027], [0.0011, 0.0023, -0.0045], [-0.0265, -0.0509, 0.0278], [0.0116, -0.0009, -0.0223], [0.0009, -0.0015, 0.0069], [0.0031, 0.0017, -0.0052], [-0.0050, 0.0004, 0.0084], [0.0042, 0.0000, -0.0060], [-0.0004, -0.0037, 0.0077], [-0.0360, -0.0034, 0.0043], [0.0015, 0.0026, 0.0085], [0.0055, 0.0099, -0.0061], [-0.0019, -0.0084, 0.0040], [0.0066, -0.0047, 0.0041], [0.0193, -0.0057, -0.0069], [0.0002, 0.0026, 0.0024], [0.0080, 0.0044, -0.0160], [0.0002, 0.0013, -0.0018], [0.0034, -0.0004, 0.0056], [0.0112, 0.0237, 0.0166], [-0.0103, -0.0006, 0.0047], [0.0105, -0.0015, 0.0045], [-0.0007, 0.0009, -0.0040], [0.0056, 0.0058, -0.0013], [-0.0056, -0.0232, -0.0005], [0.0005, -0.0009, -0.0016], [-0.0003, -0.0013, -0.0020], [0.0003, 0.0006, -0.0005], [0.0057, -0.0004, -0.0004], [0.0002, -0.0001, -0.0004], [-0.0006, 0.0000, -0.0007], [-0.0002, -0.0004, -0.0004], [0.0000, 0.0000, -0.0014], [0.0022, -0.0004, -0.0010], [-0.0038, 0.0026, -0.0034], [0.0010, 0.0007, -0.0014], [-0.0005, -0.0001, -0.0017], [-0.0003, 0.0013, -0.0001], [0.0006, -0.0023, -0.0024], [-0.0048, 0.0056, -0.0058], [-0.0001, -0.0012, -0.0022], [0.0008, 0.0002, 0.0004], [-0.0005, 0.0027, -0.0008], [-0.0033, -0.0026, 0.0081]], "mulliken_charge": [-0.60, -0.17, 0.75, -0.21, -0.17, 0.17, -0.42, -0.01, 0.09, 0.80, -0.02, -1.48, -0.94, -0.06, 0.50, 0.43, 0.54, 0.53, -2.11, 0.91, -1.13, 1.66, -0.38, -0.40, -0.59, -0.65, 0.02, -0.62, 0.82, 0.14, -0.91, -0.59, -0.85, -0.82, -0.23, -0.14, -0.94, -0.57, -0.89, 0.18, 2.27, 1.03, -1.22, -0.79, -0.85, -0.73, -0.18, 0.89, -0.48, -0.80, -0.73, -0.83, -0.59, 0.84, 0.62, 0.47, 0.88, 0.64, 0.50, 0.54, 0.68, 0.53, 0.35, 0.47, 0.45, 0.45, 0.47, 0.49, 0.45, 0.44, 0.45, 0.32, 0.44, 0.48, 0.46, 0.50, 0.30, 0.22, 0.55, 0.48, 0.50, 0.37]}